Density functional theory data (ωB97M-V/def2-TZVPD) for 2 unconnected molecules or ions with the total composition C9H14N2O.

Geometry as XYZ:
```
26
Properties=species:S:1:pos:R:3:lowdin_charge:R:1
C -2.37 1.33 -0.54 -0.188
C -3.84 0.06 0.41 -0.226
C -1.72 0.17 -0.12 -0.070
C 0.69 -2.93 -0.34 0.041
C 0.57 -1.64 -0.81 -0.100
C 0.95 1.96 0.47 -0.060
C 2.76 0.46 -0.21 -0.052
C 1.24 0.71 -0.33 -0.397
C 0.47 -0.46 0.14 -0.354
N -3.68 1.25 -0.15 0.023
N -2.66 -0.62 0.49 0.044
O 0.53 -0.68 1.46 0.061
H -2.07 2.11 -1.26 0.094
H -4.70 -0.48 0.80 0.109
H 0.71 -3.77 -1.09 0.073
H 0.51 -3.25 0.64 0.034
H 0.81 -1.48 -1.84 0.100
H -0.04 1.84 0.62 0.020
H 1.60 2.11 1.35 0.104
H 1.14 2.81 -0.12 0.079
H 2.96 -0.47 -0.78 0.090
H 3.09 0.20 0.74 0.057
H 3.37 1.25 -0.66 0.094
H 0.95 0.92 -1.43 0.178
H -2.35 -1.50 0.81 0.122
H 1.07 0.11 1.71 0.123
```

## Properties
Gap between HOMO and LUMO, eV: 8.44
Energy relative to the best compared isomer or geometry (same formula, charge and spin), kcal per mole: 96.02
Total charge: 0